Record 1
116
Properties=species:S:1:pos:R:3:forces:R:3 method="wB97M-V/def2-TZVPD" homo_lumo_gap_ev="7.25 / 7.25" s_squared=9.329 lumo_energy_ev="-5.8 / -5.8" energy_ev=-140668.0105 spin_multiplicity=6 charge=+2 max_force_ha_per_bohr=0.084
Dy -0.644 0.150 -2.373 0.7 1.0 0.2
C 2.895 2.675 0.968 0.8 1.1 -1.8
C 1.789 2.044 1.664 -0.5 -1.5 1.7
C 1.592 2.260 3.027 0.3 0.5 -2.0
C 0.581 1.606 3.740 -1.6 -1.2 -2.7
N -0.179 0.757 3.033 0.1 -0.5 0.9
N 0.123 0.380 1.778 -0.1 0.3 0.7
B -0.782 -0.742 1.193 0.4 1.2 0.2
N -0.100 -1.968 0.691 0.2 -0.5 0.8
N 0.830 -2.271 1.673 0.3 -0.6 -0.5
C 1.411 -3.437 1.610 -0.4 0.0 0.5
C 0.990 -4.374 0.595 1.2 -1.9 1.6
C 0.180 -4.086 -0.423 -0.8 2.5 0.0
C -0.117 -4.937 -1.576 -1.4 -3.6 2.0
C -0.426 -2.719 -0.375 1.0 -1.3 1.0
S -1.586 -2.222 -1.494 -0.4 -0.4 -0.6
C 2.478 -3.866 2.704 -1.6 0.7 -1.0
C 1.837 -4.974 3.532 0.1 1.0 0.0
C 3.713 -4.332 1.956 0.1 -0.3 1.0
C 2.759 -2.705 3.653 1.3 0.2 -1.6
N -2.052 -0.189 0.594 -1.5 0.5 0.6
N -2.213 -0.769 1.806 0.8 -1.2 -0.2
C -3.341 -1.005 2.419 0.7 -0.3 1.1
C -4.456 -0.317 1.882 0.9 -0.8 -0.6
C -4.312 0.372 0.732 -1.6 0.7 -0.6
C -5.562 1.055 0.196 1.1 0.8 -0.6
C -3.066 0.443 0.004 -0.1 0.3 0.9
S -2.929 1.399 -1.333 0.1 0.1 -1.0
C -3.377 -1.900 3.679 -0.4 0.4 -1.5
C -4.357 -3.086 3.359 0.4 0.6 -0.7
C -3.990 -1.026 4.792 1.0 -0.3 1.5
C -1.975 -2.477 3.950 0.3 2.4 -0.3
C 1.089 0.953 1.052 -0.1 0.3 -0.2
S 1.474 0.368 -0.519 -0.1 0.2 -0.2
C 0.209 1.820 5.156 0.0 1.0 1.0
C 1.371 1.143 5.933 -0.3 0.7 -2.5
C 0.257 3.406 5.425 -1.7 -1.7 -0.3
C -1.206 1.193 5.470 1.2 0.2 1.0
H 3.477 3.303 1.665 -0.1 -0.3 -0.6
H 2.570 3.283 0.067 0.1 -0.5 1.2
H 3.492 1.885 0.468 0.1 0.4 0.6
H 2.194 3.068 3.391 0.2 0.1 0.8
H 1.292 -5.447 0.752 0.1 1.2 -0.5
H 0.465 -5.918 -1.606 -0.9 1.2 0.6
H 0.200 -4.461 -2.403 0.8 1.9 -3.2
H -1.222 -5.135 -1.667 1.1 0.1 0.0
H 1.335 -5.657 2.909 -0.7 -1.1 -0.8
H 1.075 -4.450 4.129 0.4 -0.7 0.4
H 2.612 -5.533 4.056 -0.3 0.2 0.5
H 3.560 -5.257 1.399 -0.1 0.2 -0.2
H 4.407 -4.579 2.753 0.5 -0.1 -0.1
H 4.133 -3.534 1.363 0.2 0.1 -0.4
H 1.904 -2.333 4.131 -1.5 0.4 0.5
H 3.200 -1.888 3.073 0.1 0.1 0.2
H 3.447 -2.977 4.430 0.5 -0.4 0.3
H -5.434 -0.440 2.271 -0.5 0.0 0.6
H -6.305 1.063 0.953 -0.8 -0.2 0.7
H -5.970 0.556 -0.692 0.3 0.2 0.1
H -5.386 2.134 -0.030 0.1 -0.9 -0.1
H -5.386 -2.727 3.278 0.1 -0.1 0.2
H -4.267 -3.771 4.197 -0.2 -0.3 -0.1
H -4.128 -3.581 2.380 0.1 0.2 1.0
H -4.974 -0.588 4.539 0.4 -0.5 0.2
H -3.314 -0.172 5.091 -0.8 -1.0 -0.4
H -4.054 -1.733 5.677 -0.3 1.1 -0.7
H -1.601 -3.011 3.110 0.1 -0.5 -1.1
H -1.990 -3.195 4.716 -0.1 -0.6 1.4
H -1.208 -1.668 4.122 -0.8 -0.8 0.2
H 2.324 1.525 5.572 0.1 0.1 -0.1
H 1.325 0.124 5.629 0.2 -1.2 0.5
H 1.356 1.341 6.947 -0.4 0.0 2.2
H 1.169 3.822 5.066 0.6 0.3 -0.3
H 0.238 3.555 6.490 -0.2 0.2 0.4
H -0.620 3.916 4.948 0.8 -0.4 0.4
H -1.346 0.110 5.299 0.6 0.7 -0.5
H -1.908 1.782 4.918 -0.8 0.1 -0.4
H -1.457 1.280 6.537 0.3 0.4 -0.2
Cl 2.930 -1.847 -9.820 -0.5 -0.2 -0.4
C 2.116 -1.601 -8.306 1.2 -0.4 -1.2
C 3.004 -1.286 -7.306 -2.0 0.2 3.2
C 2.429 -1.091 -6.020 -1.0 -0.7 -1.6
C 1.024 -1.141 -5.857 -0.4 0.7 -0.8
C 0.159 -1.332 -6.972 1.9 -0.3 -0.1
C 0.738 -1.702 -8.182 0.0 0.8 1.0
C 0.427 -0.723 -4.587 1.5 0.9 1.0
O -0.820 -0.492 -4.454 -0.6 -0.3 -0.6
O 1.174 -0.428 -3.555 -0.6 -1.0 -1.0
H 4.060 -1.255 -7.393 0.6 0.1 -0.5
H 3.009 -0.927 -5.149 0.6 0.2 0.6
H -0.884 -1.106 -6.999 -0.6 -0.3 0.7
H 0.099 -1.935 -8.998 -0.1 -0.1 -0.8
C 3.258 4.639 -2.176 1.6 0.6 0.8
C 2.921 3.818 -3.368 -0.3 -0.7 0.4
O 1.487 3.862 -3.485 0.4 0.1 -0.5
P 0.708 2.634 -4.162 -0.9 1.4 -0.1
O -0.439 2.506 -2.898 0.2 -1.3 -0.1
C -1.156 3.700 -2.471 1.0 0.8 -0.2
C -0.677 4.169 -1.073 -1.4 2.1 -0.8
O -0.185 3.561 -5.159 1.1 -0.3 0.7
C -0.646 3.089 -6.410 -0.8 0.1 -0.6
C 0.253 3.318 -7.592 0.7 -0.3 -0.3
H 4.300 4.472 -1.785 -1.0 -0.2 -0.3
H 2.525 4.572 -1.383 0.0 -0.5 0.1
H 3.254 5.681 -2.426 -0.1 0.7 -0.4
H 3.190 2.781 -3.262 0.3 -0.5 0.3
H 3.442 4.161 -4.246 -0.2 0.4 -0.6
H -2.207 3.460 -2.565 -0.1 0.1 0.4
H -0.929 4.413 -3.275 -0.3 0.3 0.7
H -0.529 3.363 -0.405 -0.1 -1.0 0.7
H -1.453 4.897 -0.637 0.9 -1.2 -0.6
H 0.253 4.753 -1.096 -0.2 -0.3 -0.4
H -1.521 3.684 -6.582 -0.8 0.1 0.0
H -0.955 2.046 -6.320 0.0 -0.1 -0.1
H 0.750 4.304 -7.621 -0.8 -0.2 -0.1
H -0.291 3.036 -8.512 0.1 0.7 0.3
H 1.072 2.630 -7.588 0.7 -0.7 0.2

***

Record 2
111
Properties=species:S:1:pos:R:3:forces:R:3 method="wB97M-V/def2-TZVPD" homo_lumo_gap_ev=6.94 smiles="CCCCCCN(CC)S(=O)(=O)F.c1cc[nH]c1.c1cc[nH]c1.c1cc[nH]c1.c1cc[nH]c1.c1cc[nH]c1.c1cc[nH]c1.c1cc[nH]c1.c1cc[nH]c1" lumo_energy_ev=-1.1 energy_ev=-73471.4153 spin_multiplicity=1 max_force_ha_per_bohr=0.156
C -4.387 -2.374 3.073 -0.2 -0.7 -0.1
C -2.973 -2.963 3.703 -0.2 0.5 -1.2
C -1.758 -2.161 2.949 0.8 0.3 0.3
C -0.382 -2.036 3.850 -0.5 0.3 0.9
C 0.556 -0.768 3.404 0.1 0.2 -0.4
C 0.793 -0.667 1.751 -0.3 -1.1 1.7
N 1.549 0.623 1.525 -0.9 0.1 -2.2
C 2.773 0.448 0.653 1.3 0.1 -1.3
C 2.472 -0.037 -0.884 1.1 -0.2 -0.8
S 0.522 1.937 1.007 -0.1 6.1 5.2
O -0.544 2.190 2.141 3.3 -2.3 -4.9
O 1.427 3.212 0.938 -3.1 -5.4 -1.2
F -0.339 1.659 -0.449 1.8 0.0 2.4
H -4.796 -3.197 2.335 0.6 1.8 1.5
H -4.232 -1.393 2.449 -0.2 -1.9 1.3
H -5.185 -2.155 3.903 1.6 -0.5 -1.6
H -2.953 -2.846 4.872 0.1 -0.2 -2.4
H -2.888 -4.095 3.378 -0.2 2.2 1.0
H -1.492 -2.704 1.932 -0.7 1.2 2.0
H -2.087 -1.039 2.709 0.6 -2.5 0.5
H -0.746 -1.804 4.963 0.8 -0.5 -2.3
H 0.222 -3.056 3.938 -1.2 2.1 -0.5
H 0.090 0.259 3.784 0.8 -2.3 -1.0
H 1.634 -0.843 3.880 -2.2 0.1 -0.9
H 1.528 -1.557 1.469 -1.8 1.9 0.3
H -0.214 -0.690 1.146 2.1 -0.2 1.2
H 3.488 -0.364 1.145 -1.8 1.7 -0.8
H 3.374 1.460 0.629 -1.4 -2.0 0.1
H 3.525 -0.026 -1.447 -2.3 0.0 1.3
H 2.091 -1.155 -0.978 0.6 2.5 0.4
H 1.787 0.702 -1.506 1.3 -1.6 1.6
N 1.731 -3.248 6.951 0.0 0.0 0.0
C 2.893 -3.939 7.176 0.1 -0.1 0.0
C 3.933 -3.036 7.168 -0.1 -0.4 0.0
C 3.378 -1.755 6.935 -0.3 0.2 -0.1
C 2.017 -1.915 6.808 0.0 0.1 -0.1
H 0.808 -3.658 6.899 0.4 0.2 0.1
H 2.881 -5.011 7.322 0.0 0.2 0.0
H 4.979 -3.274 7.315 -0.2 0.0 0.0
H 3.914 -0.817 6.868 -0.1 -0.1 0.0
H 1.228 -1.196 6.626 0.2 -0.1 0.0
N -2.543 -6.461 5.379 0.0 0.0 0.0
C -3.732 -6.919 4.872 -0.1 -0.1 0.0
C -4.509 -7.345 5.925 0.0 0.1 -0.4
C -3.766 -7.131 7.111 0.3 0.1 0.2
C -2.557 -6.582 6.744 0.0 0.0 0.1
H -1.777 -6.092 4.832 -0.3 -0.1 0.2
H -3.921 -6.903 3.807 0.0 0.0 0.2
H -5.504 -7.763 5.849 0.2 0.1 0.0
H -4.078 -7.354 8.123 0.1 0.1 -0.2
H -1.708 -6.270 7.337 -0.2 -0.1 -0.1
N 0.615 1.056 -4.330 0.1 0.0 0.1
C -0.032 -0.044 -4.830 -0.1 -0.1 0.0
C 0.229 -0.114 -6.180 -0.2 -0.2 0.3
C 1.067 0.979 -6.505 0.2 0.3 0.1
C 1.292 1.683 -5.343 0.0 0.1 -0.1
H 0.596 1.357 -3.364 -0.1 -0.1 -0.4
H -0.622 -0.680 -4.184 0.1 0.1 -0.1
H -0.144 -0.871 -6.858 0.1 0.1 0.1
H 1.465 1.226 -7.481 -0.1 0.0 0.2
H 1.874 2.575 -5.152 -0.1 -0.1 -0.1
N 0.328 3.970 -10.333 0.0 0.1 0.0
C 0.303 3.803 -8.973 0.0 0.0 0.1
C 1.237 4.653 -8.423 -0.3 -0.3 0.1
C 1.841 5.362 -9.488 0.0 0.1 -0.4
C 1.259 4.923 -10.656 0.1 0.1 0.0
H -0.251 3.470 -10.995 0.2 0.2 0.3
H -0.373 3.094 -8.514 0.1 0.1 0.0
H 1.457 4.753 -7.368 -0.1 0.0 -0.2
H 2.617 6.113 -9.411 -0.1 -0.1 0.0
H 1.428 5.205 -11.687 0.0 0.0 0.2
N -3.882 2.078 4.145 0.0 0.0 0.0
C -5.070 1.620 3.637 0.0 -0.1 0.0
C -5.847 1.194 4.691 -0.1 0.0 -0.4
C -5.104 1.407 5.877 0.3 0.1 0.2
C -3.895 1.956 5.510 0.0 -0.1 0.0
H -3.115 2.447 3.598 -0.2 -0.1 0.2
H -5.259 1.636 2.572 0.0 0.0 0.2
H -6.842 0.776 4.615 0.2 0.1 0.0
H -5.416 1.185 6.889 0.1 0.1 -0.2
H -3.046 2.269 6.102 -0.2 -0.1 -0.1
N 5.822 1.007 2.529 0.0 0.0 0.0
C 6.984 0.317 2.755 0.1 -0.1 0.0
C 8.024 1.219 2.746 -0.1 -0.4 0.1
C 7.469 2.500 2.513 -0.3 0.2 -0.1
C 6.108 2.340 2.386 0.0 0.1 -0.1
H 4.899 0.598 2.477 0.4 0.2 0.1
H 6.972 -0.755 2.900 0.0 0.2 0.0
H 9.070 0.981 2.893 -0.2 0.0 0.0
H 8.005 3.438 2.447 -0.1 -0.2 0.0
H 5.319 3.059 2.205 0.1 -0.1 0.0
N -3.521 3.905 -0.599 0.0 0.0 0.0
C -2.288 4.020 -0.012 0.0 0.0 0.1
C -1.582 4.987 -0.693 0.1 -0.2 0.3
C -2.421 5.476 -1.722 -0.4 0.0 -0.2
C -3.614 4.793 -1.639 0.0 0.1 -0.1
H -4.250 3.266 -0.309 0.3 0.3 -0.1
H -2.018 3.405 0.836 0.0 0.2 -0.2
H -0.572 5.307 -0.471 -0.2 -0.1 0.0
H -2.182 6.245 -2.446 -0.1 -0.1 0.1
H -4.517 4.861 -2.230 0.2 0.0 0.1
N 0.640 -1.732 -11.208 0.0 0.0 0.0
C 1.107 -0.463 -11.433 0.0 0.1 -0.1
C 0.464 0.388 -10.561 0.3 0.0 -0.3
C -0.417 -0.397 -9.780 -0.2 -0.4 0.1
C -0.286 -1.702 -10.198 -0.1 0.0 0.1
H 0.934 -2.561 -11.708 -0.1 0.3 0.2
H 1.854 -0.275 -12.192 -0.1 0.0 0.1
H 0.614 1.457 -10.495 0.1 -0.3 0.0
H -1.077 -0.047 -8.995 0.1 -0.1 -0.1
H -0.772 -2.609 -9.865 0.1 0.2 0.0